Below is 7 unconnected molecules or ions with the total composition C38H111N19O6P6 in a non-equilibrium geometry, with properties calculated with ωB97M-V/def2-TZVPD.

Geometry as XYZ:
```
180
Properties=species:S:1:pos:R:3:lowdin_charge:R:1
C -0.905 -0.700 -0.647 -0.0473
C -1.557 0.118 0.329 -0.2802
N -1.996 0.744 1.170 0.1561
H -0.658 -1.582 -0.085 0.0604
H 0.018 -0.202 -1.054 0.0927
H -1.626 -1.015 -1.324 0.0224
O 2.198 -1.280 0.136 -0.3149
P 3.458 -2.107 0.286 0.5411
N 4.759 -1.374 0.995 -0.2743
C 5.254 -1.695 2.356 -0.0608
C 5.135 -0.019 0.468 -0.0770
N 4.004 -2.687 -1.176 -0.2913
C 5.345 -2.854 -1.537 -0.1395
C 2.999 -2.981 -2.219 -0.0763
N 3.125 -3.396 1.283 -0.3098
C 2.195 -3.360 2.406 -0.1049
C 3.844 -4.678 1.276 -0.0995
H 6.303 -2.035 2.287 0.0915
H 4.671 -2.482 2.750 0.0397
H 5.100 -0.844 2.981 0.0558
H 6.160 -0.090 0.099 0.0855
H 5.024 0.729 1.217 0.0574
H 4.469 0.252 -0.325 0.0464
H 5.934 -2.667 -0.682 0.0642
H 5.614 -3.875 -1.719 0.0712
H 5.519 -2.329 -2.468 0.0925
H 2.869 -2.206 -2.949 0.0532
H 3.377 -3.877 -2.763 0.0978
H 2.009 -3.211 -1.832 0.0672
H 1.583 -4.249 2.336 0.0744
H 2.721 -3.359 3.367 0.0774
H 1.681 -2.401 2.542 0.0792
H 3.131 -5.524 1.161 0.0872
H 4.297 -4.880 2.274 0.0891
H 4.581 -4.738 0.513 0.0558
O -3.606 7.367 1.540 -0.2636
P -2.560 6.431 1.930 0.3899
N -1.282 6.441 0.854 -0.2999
C -1.057 7.741 0.184 -0.1062
C -0.124 5.553 1.033 -0.1073
N -3.094 4.904 2.062 -0.2784
C -3.643 4.211 0.899 -0.1016
C -2.553 3.915 3.008 -0.1217
N -1.956 6.696 3.421 -0.3259
C -0.877 7.730 3.593 -0.0707
C -3.052 6.873 4.373 -0.1326
H -1.638 8.525 0.737 0.0716
H -1.563 7.684 -0.793 0.0818
H 0.059 7.942 0.262 0.1005
H 0.274 5.333 0.072 0.0518
H -0.457 4.572 1.472 0.0781
H 0.654 5.907 1.705 0.0637
H -4.769 4.044 0.926 0.1034
H -3.419 4.811 0.007 0.0704
H -3.250 3.206 0.829 0.0445
H -3.277 3.263 3.347 0.0584
H -1.860 3.242 2.470 0.0460
H -1.990 4.355 3.867 0.0841
H -1.347 8.764 3.399 0.1135
H -0.470 7.532 4.608 0.0899
H -0.107 7.473 2.879 0.0410
H -2.636 6.604 5.353 0.0805
H -3.856 6.175 4.180 0.0728
H -3.414 7.950 4.387 0.1050
O -1.730 -3.796 0.011 -0.2810
P -2.697 -4.439 0.931 0.5305
N -2.315 -5.964 1.369 -0.2974
C -2.561 -6.732 2.578 -0.0918
C -1.619 -6.674 0.280 -0.0933
N -4.140 -4.674 0.018 -0.2840
C -4.520 -3.777 -1.017 -0.1264
C -5.167 -5.507 0.555 -0.1245
N -3.016 -3.709 2.390 -0.3066
C -3.944 -2.602 2.460 -0.0949
C -1.847 -3.505 3.247 -0.1103
H -3.538 -7.232 2.466 0.0815
H -2.634 -6.080 3.402 0.0487
H -1.778 -7.400 2.864 0.0794
H -0.832 -7.306 0.648 0.0697
H -1.114 -5.936 -0.334 0.0530
H -2.337 -7.310 -0.306 0.1030
H -4.037 -2.844 -0.868 0.0543
H -4.357 -4.235 -2.058 0.0855
H -5.630 -3.681 -1.136 0.0979
H -5.742 -6.048 -0.178 0.0812
H -4.880 -6.146 1.337 0.0391
H -6.000 -4.894 0.998 0.0919
H -4.935 -2.936 2.297 0.0581
H -3.862 -2.248 3.473 0.0813
H -3.768 -1.836 1.675 0.0868
H -2.106 -3.450 4.322 0.0923
H -1.357 -2.584 2.955 0.0791
H -1.229 -4.407 3.114 0.0708
O 3.113 -0.183 4.492 -0.2927
P 2.463 1.151 4.494 0.4646
N 0.881 1.063 5.105 -0.2873
C 0.383 0.063 6.036 -0.1331
C -0.243 1.735 4.393 -0.0947
N 2.427 1.904 3.076 -0.2938
C 2.350 3.315 2.890 -0.0983
C 2.298 1.084 1.889 -0.0988
N 3.238 2.183 5.496 -0.3059
C 2.922 2.457 6.911 -0.0834
C 4.699 2.171 5.293 -0.1226
H -0.202 -0.774 5.693 0.0680
H -0.169 0.590 6.860 0.0920
H 1.253 -0.359 6.545 0.0733
H -0.342 1.329 3.386 0.0565
H -0.111 2.837 4.321 0.0667
H -1.148 1.532 4.953 0.0777
H 2.934 3.547 1.994 0.0995
H 1.343 3.638 2.965 0.0418
H 2.710 3.866 3.757 0.0826
H 1.357 1.274 1.346 0.0893
H 3.119 1.318 1.220 0.0426
H 2.341 0.001 2.103 0.0634
H 1.827 2.405 6.961 0.0751
H 3.343 1.803 7.621 0.0672
H 3.235 3.472 7.058 0.0734
H 5.242 2.941 5.888 0.0860
H 4.904 2.442 4.281 0.0549
H 5.165 1.166 5.608 0.1078
O -3.492 -4.030 -5.776 -0.3187
P -2.396 -3.213 -5.099 0.5232
N -1.846 -3.933 -3.641 -0.2865
C -0.449 -3.667 -3.133 -0.0940
C -2.416 -5.212 -3.227 -0.1357
N -2.748 -1.675 -4.724 -0.2905
C -3.031 -1.145 -3.437 -0.1188
C -3.146 -0.863 -5.893 -0.0817
N -1.075 -3.073 -6.053 -0.3248
C -0.084 -1.992 -6.050 -0.1094
C -0.850 -4.112 -6.994 -0.1285
H 0.271 -4.457 -3.583 0.1037
H -0.499 -3.857 -2.082 0.0299
H -0.066 -2.590 -3.273 0.0932
H -1.719 -6.040 -3.499 0.0934
H -3.443 -5.306 -3.553 0.0629
H -2.495 -5.134 -2.122 0.0405
H -2.281 -0.380 -3.086 0.0649
H -4.016 -0.735 -3.382 0.0783
H -2.990 -2.000 -2.755 0.0528
H -2.680 0.091 -6.015 0.0694
H -2.850 -1.437 -6.746 0.0571
H -4.245 -0.876 -6.021 0.0971
H 0.890 -2.486 -5.873 0.0769
H 0.017 -1.400 -7.004 0.0907
H -0.248 -1.210 -5.286 0.0529
H -1.315 -5.021 -6.733 0.0596
H 0.194 -4.299 -7.009 0.0654
H -1.277 -3.843 -8.004 0.1073
O -0.416 0.890 -3.914 -0.2685
P 0.456 2.021 -3.671 0.4995
N 1.074 2.670 -5.135 -0.3044
C 2.449 2.687 -5.399 -0.1630
C 0.284 2.410 -6.396 -0.0845
N 1.743 1.697 -2.637 -0.2790
C 2.222 0.325 -2.570 -0.1339
C 2.654 2.643 -1.975 -0.0841
N -0.399 3.222 -2.980 -0.2751
C -1.069 2.981 -1.655 -0.0435
C -0.228 4.593 -3.443 -0.1081
H 2.771 3.346 -6.231 0.1016
H 2.864 1.690 -5.536 0.0824
H 2.949 3.031 -4.507 0.0459
H 0.710 1.604 -7.048 0.0916
H 0.149 3.273 -7.023 0.0623
H -0.746 2.190 -6.039 0.0726
H 3.113 0.174 -3.144 0.0720
H 2.527 0.015 -1.538 0.0587
H 1.443 -0.279 -2.944 0.0419
H 2.987 2.262 -1.003 0.0635
H 3.531 2.741 -2.640 0.0706
H 2.168 3.653 -1.856 0.0927
H -1.754 3.768 -1.430 0.0634
H -1.603 2.095 -1.861 0.0551
H -0.335 2.897 -0.871 0.0671
H 0.352 4.695 -4.380 0.0865
H 0.164 5.227 -2.665 0.0613
H -1.185 4.968 -3.639 0.0584
```

net charge = 0
2S+1 = 1
calculated total energy = -5054.57425 Ha
gap between HOMO and LUMO = 8.274 eV
relative energy (zero: lowest compared OMol25 entry of this formula, charge and spin) = 0.0 kcal/mol
HOMO energy = -0.2889 Eh
structure (SMILES) = CN(C)P(=O)(N(C)C)N(C)C.CN(C)P(=O)(N(C)C)N(C)C.CN(C)P(=O)(N(C)C)N(C)C.CN(C)P(=O)(N(C)C)N(C)C.CN(C)P(=O)(N(C)C)N(C)C.CN(C)P(=O)(N(C)C)N(C)C.CC#N